15
Properties=species:S:1:pos:R:3 method="wB97M-V/def2-TZVPD" e_homo_ev=-7.409 e_lumo_ev=0.7949 e_tot_ev=-7825.9640
C 1.1653 -0.6909 -0.6989
C -0.5805 -0.2291 1.6407
C -0.5775 -0.1324 0.1860
N 2.1480 0.3028 -0.5952
C -0.9075 0.1975 -0.9654
O -2.6925 0.6019 -0.3358
H -2.7993 1.5577 -0.4556
H 2.3587 0.8405 -1.4247
H 2.2754 0.6952 0.3280
H 1.0485 -1.0828 -1.7057
H 1.3262 -1.5182 -0.0125
H -1.0037 0.2324 -2.0277
H -0.9598 -1.2056 1.9500
H -1.2282 0.5388 2.0652
H 0.4271 -0.1078 2.0517